DFT (ωB97M-V with the def2-TZVPD basis set) results for 5 unconnected molecules or ions with the total composition C39H58BBrCl2N6O4P in a non-equilibrium geometry.

```
! wB97M-V def2-TZVPD RIJCOSX def2/J DEFGRID3
* xyz 1 1
C -1.533 1.715 -0.772
C 1.999 -3.760 -3.254
H 0.769 2.334 0.453
C -1.994 -2.692 1.365
C -6.456 0.667 3.280
H -1.083 -0.678 1.064
H -0.232 -4.097 1.822
H -1.244 3.943 -1.406
H 2.093 2.920 4.895
N 9.041 -0.774 -0.312
H 0.555 3.999 2.478
H -3.706 -1.501 -2.573
H 1.545 -8.628 -7.315
C -6.073 1.368 1.936
H 10.923 -0.565 0.674
C 3.135 0.473 0.743
C 2.267 -2.533 -2.699
N 3.597 -2.496 -2.377
H -8.190 -0.181 4.666
Cl -3.721 2.736 -3.002
C 2.280 4.019 4.633
H -3.703 -3.047 2.765
C 2.366 -6.818 -6.400
C 4.183 -3.683 -2.728
H -5.635 0.366 4.021
O -5.490 -1.582 -0.975
C -2.575 -2.815 2.867
H 2.878 4.926 2.817
C -2.021 4.147 1.810
H 2.088 0.887 -1.052
H -3.170 -0.081 2.384
C -3.387 -0.415 1.298
C -7.915 0.333 3.682
H -2.480 -3.402 0.618
H 6.208 0.356 -0.436
H 3.362 -5.493 -3.643
C 0.856 4.795 4.626
C 5.145 0.436 -0.260
B -4.729 -0.402 -1.351
O -3.560 4.836 -0.811
C 0.134 4.802 3.195
C 0.661 3.155 -0.332
H 2.255 -4.851 -5.621
H 4.072 -1.715 -1.949
C 10.756 -1.964 -1.063
C 3.213 -4.489 -3.272
C -1.466 4.546 3.261
C -8.751 1.454 1.361
H 1.035 -4.096 -3.609
H 4.924 0.076 1.939
H -5.886 -1.993 -1.777
O -3.887 -0.530 -2.513
H -0.781 -7.231 -7.280
H -6.987 2.290 0.042
H 0.211 4.372 5.467
H -2.428 -1.838 3.468
H -1.922 5.584 3.500
H 1.627 -1.685 -2.505
H -10.145 0.476 2.910
H -2.993 4.761 1.660
H 1.625 3.125 -0.962
H -9.551 1.753 0.613
H 8.492 -0.137 0.242
O -4.791 0.814 -0.584
C -2.811 2.069 0.133
C -0.663 2.976 -1.257
H -1.790 3.866 4.116
H -2.078 -3.663 3.444
C -3.853 0.873 0.498
H -1.301 4.554 1.004
C -3.920 2.556 2.210
C -7.280 1.762 1.022
H 0.678 4.155 0.223
H -4.232 -1.197 1.412
H 2.825 3.218 2.753
H -0.189 -4.820 -6.176
H 5.236 -3.851 -2.560
H 3.419 -6.986 -6.232
C 8.578 -1.502 -1.376
C -9.053 0.717 2.689
C 4.192 0.704 -1.212
H 0.359 5.809 2.672
Cl -1.072 1.718 2.488
C 1.396 -7.624 -6.944
H -4.098 5.247 -0.099
C 0.451 -5.668 -6.371
H -2.103 -1.284 -0.357
N 1.781 -5.631 -6.049
N -4.653 1.632 1.566
C 9.621 -2.252 -1.861
N 2.971 0.719 -0.594
H 4.277 0.882 -2.274
H -0.798 1.024 -0.204
H -4.413 3.150 3.049
H 1.097 5.893 4.895
H 7.550 -1.424 -1.694
H 2.999 4.441 5.427
H 2.285 0.448 1.410
N 3.005 4.046 3.331
C -2.072 -1.164 0.784
H 11.747 -2.381 -1.170
C 0.182 -6.895 -6.926
H 9.572 -2.934 -2.697
P -3.994 3.189 -0.936
Br 0.048 2.502 -3.089
C -0.396 -3.001 1.496
H -1.853 1.097 -1.693
H 0.184 -2.744 0.549
H -0.057 -2.374 2.409
C -2.426 2.608 1.613
C 10.369 -1.046 -0.118
C 4.475 0.290 0.980
*
```

orbital gap	0.16755	hartree
HOMO energy	-0.340	hartree
maximum force	5.49	eV/Å

DFT (ωB97M-V with the def2-TZVPD basis set) results for a molecular structure, C39H59N10PS2Yb in a non-equilibrium geometry.

```
! wB97M-V def2-TZVPD RIJCOSX def2/J DEFGRID3
* xyz 1 2
C 1.412 5.400 -0.444
H 2.953 1.375 2.476
C 4.358 -0.107 -0.621
H 2.153 5.664 -2.467
N -4.421 -3.326 -0.095
N -0.667 1.757 -3.235
H -0.396 0.251 4.682
H -2.856 1.782 0.789
H -0.095 -1.787 -3.998
H 4.529 -3.301 0.393
H 5.819 -1.661 -0.887
H 0.547 1.684 5.120
H -1.939 3.079 -5.181
H 0.977 -3.088 -3.481
N -0.666 0.542 -0.763
C 0.522 4.407 0.301
H -6.516 -3.192 -0.394
C -3.930 -2.473 0.811
H 0.930 0.258 -5.221
N 0.961 2.660 -1.391
H 0.462 -1.481 -1.620
H -2.508 4.900 3.688
C 1.033 -6.787 4.716
H -1.377 0.714 -4.928
H -6.398 -1.000 2.524
H 2.643 0.220 -5.670
C 2.824 -6.072 3.286
Yb -0.111 -0.213 1.153
H 2.428 5.354 -0.037
C -6.144 -1.709 1.742
H -3.980 1.934 -5.041
H 2.343 -0.013 5.140
C 2.102 -4.948 2.928
C 2.096 -2.836 1.660
H 2.823 3.430 -1.979
H 4.894 0.651 -1.174
H -0.673 -5.470 4.782
H -6.002 -4.501 0.693
H -3.564 3.959 1.654
H 3.273 0.190 -3.278
C -2.798 3.399 2.178
N -4.692 -1.765 1.642
C 1.420 5.055 -1.932
C 1.753 3.581 -2.199
H -2.847 4.192 -4.169
H 0.536 4.601 1.377
H -1.851 3.155 -2.134
C 0.135 1.115 4.274
H -1.123 -0.266 -3.476
C 2.273 0.543 -3.573
H 1.304 -1.258 4.421
C -2.431 3.185 -4.211
H -3.513 -0.033 -3.837
H -0.660 3.853 -3.237
C 4.867 -1.380 -0.456
C -1.409 1.383 2.329
C -2.208 3.928 3.316
C 2.913 -1.927 0.821
C -2.962 0.835 -3.470
N 2.407 -0.698 0.634
N 1.333 0.178 -2.525
H 2.078 2.955 0.372
C -1.233 3.194 3.976
H 2.671 1.154 -0.212
H 0.609 -7.500 5.409
C 1.919 -0.093 -4.915
C -1.378 3.047 -3.120
H -5.721 -4.618 -1.041
C 1.901 -1.613 -4.770
C 2.290 -6.992 4.180
H -0.510 4.491 -0.046
H -4.336 2.508 -3.421
C -1.489 0.695 -3.838
C 0.310 -5.652 4.363
H 2.812 -0.795 3.614
H 1.616 2.531 2.692
C 1.030 3.000 0.025
H 2.310 1.624 -3.667
C -5.743 -3.931 -0.200
H 2.907 -1.963 -4.512
H 1.593 3.370 -3.255
H -6.599 -1.362 0.814
C 0.844 -4.739 3.476
C 0.921 -2.012 -3.668
C -2.393 2.159 1.697
S -2.236 -2.314 0.889
S -0.093 -3.291 3.044
C 3.117 0.178 -0.074
H 3.602 -4.205 1.746
C 2.164 1.709 3.151
H 2.191 -1.658 -1.996
H 3.809 -6.231 2.859
N 1.242 0.602 3.435
H 0.437 5.293 -2.339
H -3.034 0.839 -2.380
N 2.656 -4.020 2.021
H -4.167 -1.144 2.235
H 0.437 2.276 0.583
H -0.777 3.592 4.878
H 2.868 -7.864 4.455
C 4.136 -2.301 0.278
H -3.686 -3.766 -0.623
C -0.851 1.949 3.490
H 1.621 -2.088 -5.712
H 1.052 6.420 -0.304
C 1.965 -0.422 4.194
C 1.229 -1.268 -2.366
H 2.632 2.073 4.075
C -3.538 2.131 -4.063
P 0.166 1.228 -1.852
N 0.929 -2.426 2.010
H -6.569 -2.674 2.010
*
```

orbital gap (alpha / beta)	0.25030 / 0.25010	hartree
energy relative to the best compared isomer or geometry (same formula, charge and spin)	1.718	eV
HOMO energy (alpha / beta)	-0.363 / -0.363	hartree
maximum force	1.35	eV/Å

DFT (ωB97M-V with the def2-TZVPD basis set) results for a molecular structure, C39H60AsBiF6N4OSbSi2 in a non-equilibrium geometry.

```
! wB97M-V def2-TZVPD RIJCOSX def2/J DEFGRID3
* xyz 2 2
H 9.310 13.728 15.673
C 9.943 14.296 14.984
H 15.872 13.615 10.357
C 15.465 7.980 9.920
C 10.289 16.171 13.447
C 16.066 8.751 7.679
N 8.026 17.425 14.732
F 10.873 8.183 13.661
C 11.438 15.450 12.985
H 13.959 14.356 5.637
C 7.247 11.707 8.571
C 17.442 16.324 14.917
F 10.614 8.727 16.217
C 9.727 10.253 10.150
H 15.683 13.143 16.652
H 7.897 10.949 6.109
C 16.412 8.096 8.936
H 11.364 16.451 7.249
C 15.689 7.287 11.160
C 10.818 10.362 10.951
H 19.468 12.346 13.727
C 16.986 6.962 11.473
C 14.946 13.793 9.863
Sb 11.803 9.272 14.929
C 16.667 12.700 16.475
H 19.628 6.734 11.824
C 15.357 16.766 12.778
H 15.597 15.630 8.948
H 18.461 7.522 8.462
N 11.764 11.308 10.753
C 14.158 17.285 7.399
H 18.235 16.520 14.214
C 11.142 13.761 14.563
H 16.075 17.345 12.198
H 19.467 12.606 15.452
N 13.926 12.978 10.130
C 8.346 16.137 15.083
H 7.537 9.185 9.006
C 12.742 13.087 9.425
N 11.849 14.273 13.507
C 17.708 7.550 9.207
O 7.718 15.553 15.950
H 16.786 9.491 7.410
H 14.315 17.876 6.469
C 13.495 15.908 7.035
H 16.881 11.830 17.150
H 17.207 6.672 12.479
C 12.054 16.074 6.484
C 13.616 14.986 8.208
H 15.079 9.152 7.753
F 12.994 9.909 13.405
H 17.371 13.492 16.833
H 8.862 9.724 10.477
C 8.821 11.168 6.630
F 10.780 10.876 14.580
H 6.363 11.562 7.861
H 14.476 8.437 9.760
H 15.309 10.374 15.267
H 8.865 8.701 7.854
H 12.041 15.855 12.118
C 12.562 14.161 8.534
H 15.061 15.461 16.339
C 14.828 14.855 8.976
H 12.014 16.730 5.631
C 14.534 15.383 15.376
H 9.634 10.522 6.312
H 17.802 15.662 15.735
H 19.668 5.651 10.378
H 14.300 7.875 12.735
H 13.410 17.865 8.037
Bi 13.129 12.514 12.478
F 13.012 7.775 15.171
H 15.435 15.247 6.106
H 10.617 12.547 7.773
H 7.308 9.185 7.289
H 10.913 9.646 11.772
H 10.163 17.131 12.976
F 12.916 10.258 16.151
H 20.066 7.316 10.156
H 14.732 16.224 12.089
H 16.998 17.265 15.343
H 14.110 14.379 15.244
As 16.143 13.468 13.107
H 8.714 18.005 14.198
C 8.057 9.344 8.068
C 9.541 15.529 14.425
H 14.669 17.502 13.212
H 13.737 16.141 15.277
C 11.652 12.155 9.653
H 11.638 15.111 6.177
H 14.561 6.186 12.668
C 10.632 11.975 8.698
C 16.302 10.358 14.779
C 19.415 6.692 10.755
H 16.032 7.942 6.864
H 11.568 12.854 15.000
H 16.950 9.688 15.402
H 16.237 9.906 13.806
C 14.442 7.065 12.007
H 11.561 14.346 8.129
H 15.167 17.209 7.789
Si 17.120 12.097 14.746
H 13.500 7.004 11.408
H 7.547 12.792 8.481
Si 15.961 15.539 14.069
C 8.462 10.823 8.069
H 19.232 10.900 14.804
C 9.652 10.992 8.970
C 14.347 15.353 5.884
H 7.182 17.762 15.131
C 19.009 11.958 14.648
H 6.979 11.477 9.595
C 18.026 7.069 10.446
H 9.106 12.249 6.454
H 14.247 15.895 4.876
*
```

orbital gap (alpha / beta)	0.13731 / 0.12071	hartree
energy relative to the best compared isomer or geometry (same formula, charge and spin)	4.048	eV
HOMO energy (alpha / beta)	-0.432 / -0.432	hartree
maximum force	3.16	eV/Å

DFT (ωB97M-V with the def2-TZVPD basis set) results for a molecular structure, C39H60AsBiF6N4OSbSi2 in a non-equilibrium geometry.

```
! wB97M-V def2-TZVPD RIJCOSX def2/J DEFGRID3
* xyz 2 2
C -21.209 -9.807 -9.052
H -16.388 -13.966 -4.703
H -13.494 -6.444 -5.752
H -19.567 -11.464 -10.560
H -17.964 -12.127 -2.133
C -18.425 -17.710 -6.726
H -14.301 -13.860 -3.328
H -12.228 -14.112 -3.018
C -21.867 -11.978 -8.223
H -11.311 -10.639 -4.755
H -11.930 -11.718 -1.116
H -15.383 -15.537 -10.450
C -22.395 -10.025 -6.964
H -20.632 -9.236 -9.749
F -17.702 -7.537 -2.937
H -17.130 -7.087 -8.746
Bi -18.728 -11.472 -5.628
C -15.198 -8.580 -6.407
C -16.430 -15.373 -10.113
H -21.619 -15.581 -5.984
H -15.561 -15.856 -6.545
C -13.751 -11.902 -4.047
H -17.782 -17.571 -5.801
C -21.239 -11.201 -9.197
C -20.856 -16.352 -6.038
H -15.740 -5.410 -5.590
Si -19.421 -16.169 -7.285
H -21.901 -15.033 -2.827
H -14.517 -15.906 -7.998
H -20.546 -12.956 -10.198
N -16.240 -11.994 -5.316
C -11.702 -13.252 -3.463
F -19.065 -8.347 -5.087
C -11.518 -10.719 -3.669
C -14.607 -13.011 -3.934
H -20.422 -16.537 -5.027
C -20.593 -11.846 -10.388
H -22.704 -9.548 -6.038
H -15.159 -12.790 -10.032
N -17.108 -9.982 -6.978
C -15.617 -7.591 -7.288
O -22.353 -15.478 -0.494
H -11.558 -13.488 -4.539
F -20.397 -10.138 -3.716
H -19.156 -18.554 -6.492
C -12.440 -11.894 -3.262
C -20.384 -13.768 -3.683
H -14.597 -12.558 -8.328
Si -16.349 -14.367 -8.479
H -13.559 -9.945 -4.976
C -21.044 -14.365 -2.629
H -18.844 -13.289 -0.217
H -21.443 -15.052 1.748
F -19.072 -9.430 -1.407
H -20.679 -13.872 -4.727
C -15.132 -15.255 -7.353
H -15.781 -5.483 -9.274
H -19.457 -17.206 -9.646
C -15.944 -9.803 -6.269
H -13.314 -10.684 -1.645
H -21.096 -7.399 -6.798
H -16.130 -11.897 -8.840
H -21.243 -7.191 -8.609
H -23.579 -13.210 -6.419
H -16.667 -5.038 -7.091
H -20.779 -17.839 -8.665
Sb -19.139 -8.723 -3.176
H -24.030 -11.688 -5.617
F -20.592 -7.572 -2.952
H -17.737 -18.095 -7.492
C -22.493 -11.419 -7.094
F -17.828 -10.104 -3.624
H -20.896 -16.201 -9.410
H -18.408 -9.237 -8.427
H -16.939 -14.833 -10.923
H -14.089 -5.029 -9.054
C -21.728 -9.209 -7.934
H -14.293 -8.476 -5.833
C -15.467 -10.906 -5.448
H -12.860 -5.506 -7.128
C -14.796 -5.864 -8.904
C -19.378 -13.406 -1.155
C -20.220 -16.912 -8.934
H -11.963 -9.736 -3.317
C -15.641 -5.191 -6.676
C -16.801 -7.856 -8.040
C -17.486 -9.021 -7.847
H -10.706 -13.119 -3.023
C -18.799 -12.796 -2.265
C -12.830 -11.685 -1.760
As -18.525 -13.936 -7.515
H -22.497 -12.521 -5.198
C -15.807 -13.058 -4.636
H -14.447 -6.704 -9.570
C -21.314 -14.825 -0.263
H -14.474 -14.505 -6.878
C -14.178 -10.846 -4.840
H -10.522 -10.865 -3.211
H -15.099 -4.219 -6.779
H -20.279 -13.895 1.238
H -22.709 -7.323 -7.593
H -21.410 -17.280 -6.322
H -16.893 -16.372 -9.995
H -13.531 -12.479 -1.448
N -19.254 -13.044 -3.497
H -21.930 -13.054 -8.345
H -21.171 -11.662 -11.301
C -14.865 -6.265 -7.442
C -21.664 -7.707 -7.719
C -13.470 -6.365 -6.866
N -20.835 -14.705 1.030
C -23.183 -12.251 -6.040
C -20.510 -14.190 -1.317
C -15.476 -12.761 -8.950
H -12.836 -7.209 -7.216
*
```

orbital gap (alpha / beta)	0.22409 / 0.18619	hartree
energy relative to the best compared isomer or geometry (same formula, charge and spin)	0.923	eV
HOMO energy (alpha / beta)	-0.487 / -0.486	hartree
maximum force	3.89	eV/Å